No. 1
# C4H12N2O2

A cluster of 2 separate species, C4H12N2O2 in total in a non-equilibrium geometry (the ωB97M-V functional and the def2-TZVPD basis, OMol25).

The calculation puts the total energy at -11416.3446 eV. As for the net charge: -1. The calculation puts the max |F| at 0.1054 hartree/bohr. Its spin multiplicity is 2.

CARTESIAN COORDINATES (ANGSTROEM)
C 1.281 -1.032 0.939
N 0.323 -0.581 -0.055
C -0.893 0.030 0.142
N -1.311 0.446 1.373
O -1.564 0.202 -0.882
C 2.634 -0.148 0.849
C 3.658 -0.853 -0.070
H 1.419 -2.144 0.696
H 1.040 -0.945 2.002
H 0.359 -0.953 -1.040
H -0.631 0.379 2.072
H -1.851 1.412 1.373
H 2.321 0.813 0.469
H 3.149 0.166 1.742
H 3.083 -1.246 -1.017
H 4.211 0.020 -0.577
H 4.335 -1.477 0.467
H -3.586 1.136 -1.240
H -3.311 2.144 -2.356
O -3.898 1.505 -1.990

Atomic partial charges in e from the Löwdin method, atoms 1 to 6: C -0.2978; N 0.0239; C -0.7842; N 0.0748; O -0.0353; C -0.3299


No. 2
# C4H12N2O2

A cluster of 2 separate species, C4H12N2O2 in total in a non-equilibrium geometry (the ωB97M-V functional and the def2-TZVPD basis, OMol25).

The calculation puts the total energy at -11415.3599 eV. As for the net charge: -1. The calculation puts the max |F| at 0.1385 hartree/bohr. Its spin multiplicity is 2.

CARTESIAN COORDINATES (ANGSTROEM)
C 0.398 2.083 -2.473
N 0.722 1.549 -1.228
C 0.179 0.181 -1.000
C 0.560 -0.177 0.501
N 1.302 -1.336 0.744
C 2.185 -2.014 -0.231
O 0.133 0.524 1.342
H 0.859 3.069 -2.524
H -0.665 2.101 -2.742
H 0.846 1.493 -3.274
H 0.471 2.076 -0.402
H -0.907 0.116 -1.082
H 0.743 -0.527 -1.579
H 1.266 -1.683 1.728
H 2.104 -1.428 -1.251
H 3.183 -2.210 0.053
H 1.809 -2.987 -0.531
H -4.748 -0.869 5.047
H -5.095 0.428 4.382
O -5.345 -0.388 4.519

Atomic partial charges in e from the Löwdin method, atoms 1 to 6: C -0.2469; N -0.1361; C -0.1722; C -0.5934; N -0.0009; C -0.4138